No. 1
Below is a molecular structure, C18H33HfNO4Si3, with properties calculated with the ωB97M-V functional and the def2-TZVPD basis.

Each line ends with the natural charge from an NBO analysis.
Geometry (Å):
1 Hf 0.365 0.496 -0.859  2.438
2 C 3.357 -0.078 -2.369  -0.221
3 O 2.176 -0.356 -1.415  -0.984
4 Si 2.197 -1.509 -0.042  1.979
5 C 2.483 -3.178 -0.554  -1.232
6 C 3.776 -1.126 0.916  -1.145
7 C 0.457 -1.085 0.570  -2.018
8 Si -0.911 -2.440 0.355  1.668
9 C -2.744 -1.956 0.919  -1.096
10 C -0.476 -4.027 1.314  -1.112
11 C -1.330 -3.055 -1.412  -1.124
12 Si 0.157 -0.302 2.212  1.701
13 C -0.896 1.229 1.938  -0.711
14 C -0.512 -1.347 3.661  -1.088
15 C 1.809 0.027 3.090  -1.123
16 H 2.926 0.314 -3.275  0.221
17 H 3.862 -1.005 -2.554  0.221
18 H 4.087 0.488 -1.767  0.233
19 H 1.474 -3.522 -0.846  0.246
20 H 2.983 -3.805 0.217  0.301
21 H 3.084 -3.264 -1.477  0.280
22 H 4.616 -1.760 0.436  0.267
23 H 3.616 -1.465 1.930  0.266
24 H 4.084 -0.081 0.817  0.249
25 H -2.985 -1.005 0.413  0.204
26 H -2.917 -1.894 2.010  0.246
27 H -3.502 -2.751 0.677  0.277
28 H 0.412 -3.740 1.839  0.226
29 H -0.156 -4.840 0.566  0.255
30 H -1.347 -4.243 1.926  0.264
31 H -0.356 -3.367 -1.926  0.228
32 H -1.906 -2.314 -1.902  0.215
33 H -1.833 -4.040 -1.241  0.284
34 H -2.229 1.663 0.279  0.431
35 H -0.445 2.085 2.398  0.258
36 H -1.838 1.135 2.486  0.271
37 H -1.485 -1.816 3.436  0.236
38 H -0.595 -0.626 4.470  0.256
39 H 0.251 -2.108 3.931  0.257
40 H 2.499 0.684 2.537  0.233
41 H 2.368 -0.916 3.285  0.243
42 H 1.627 0.528 4.073  0.266
43 O -0.706 0.385 -2.635  -1.016
44 H -1.679 0.831 -2.760  0.533
45 H -0.760 -0.402 -3.241  0.551
46 O -2.919 1.369 -2.664  -0.553
47 C -3.096 2.374 -1.980  0.724
48 N -1.231 1.616 0.565  -0.666
49 C -0.421 2.496 -0.172  0.282
50 O 0.892 2.217 -0.024  -0.759
51 C -1.015 3.452 -1.023  -0.085
52 C -0.295 4.480 -1.552  -0.178
53 C -0.895 5.667 -2.016  -0.156
54 C -2.304 5.710 -2.136  -0.155
55 C -3.071 4.615 -1.799  -0.187
56 C -2.404 3.399 -1.426  -0.234
57 H 0.793 4.372 -1.516  0.250
58 H -0.174 6.524 -2.170  0.267
59 H -2.805 6.580 -2.528  0.256
60 H -4.116 4.685 -1.984  0.258

Properties
**Relative energy (zero: lowest compared OMol25 entry of this formula, charge and spin)**: 510.5 kJ/mol
**Lowest unoccupied orbital energy**: -8.30 eV
**Net charge**: +2
**2S+1**: 1

=====

No. 2
Below is a single C3H4ClNO3 molecule, with properties calculated with the ωB97M-V functional and the def2-TZVPD basis.

Each line ends with the natural charge from an NBO analysis.
Geometry (Å):
1 O 0.846 2.010 -2.095  -0.470
2 C 0.803 0.928 -1.632  0.441
3 C 0.441 0.586 -0.186  -0.422
4 Cl -0.069 1.989 0.736  0.013
5 C -0.764 -0.407 -0.164  0.652
6 O -1.509 -0.546 -1.082  -0.555
7 N -0.822 -1.161 0.965  -0.352
8 O 0.033 -0.706 1.976  -0.544
9 H 0.894 0.006 -2.276  0.118
10 H 1.308 0.156 0.318  0.252
11 H -1.769 -1.405 1.349  0.396
12 H 0.608 -1.450 2.090  0.472

Properties
**Relative energy (zero: lowest compared OMol25 entry of this formula, charge and spin)**: 56.7 kJ/mol
**Lowest unoccupied orbital energy**: 0.37 eV
**Structure (SMILES)**: O=C[C@@H](Cl)C(=O)NO
**2S+1**: 1

=====

No. 3
Below is a molecular structure, C14H14BMnNO2, with properties calculated with the ωB97M-V functional and the def2-TZVPD basis.

Each line ends with the Mulliken spin population.
Geometry (Å):
1 C -0.050 -1.223 -3.245  0.039
2 C -1.391 -1.321 -2.718  -0.002
3 C -1.310 -1.928 -1.412  -0.005
4 C 0.078 -2.202 -1.133  -0.013
5 C 0.855 -1.764 -2.263  -0.046
6 Mn -0.243 -0.145 -1.467  3.212
7 C -1.084 1.434 -2.203  -0.215
8 C 0.302 1.729 -2.737  0.007
9 C 0.626 2.449 -3.864  0.064
10 N 1.180 1.061 -1.943  0.056
11 H -2.145 -2.274 -0.815  0.001
12 H -2.311 -1.053 -3.233  -0.001
13 H 0.454 -2.787 -0.307  -0.009
14 H 1.919 -1.940 -2.389  0.000
15 H 0.226 -0.880 -4.240  -0.008
16 H -1.853 1.349 -2.973  0.011
17 H 2.177 1.262 -1.981  -0.002
18 H -1.351 2.072 -1.347  0.012
19 H -0.163 2.808 -4.505  -0.001
20 H 1.645 2.518 -4.217  -0.001
21 O 0.612 -1.017 1.611  0.002
22 B 0.069 -0.009 0.739  -0.122
23 O -0.299 1.098 1.598  0.017
24 C -0.069 0.711 2.880  0.001
25 C -0.344 1.373 4.069  0.000
26 C -0.067 0.721 5.275  0.000
27 C 0.478 -0.563 5.282  0.000
28 C 0.758 -1.222 4.080  0.002
29 C 0.478 -0.570 2.890  0.002
30 H -0.771 2.369 4.046  0.000
31 H -0.275 1.221 6.228  0.000
32 H 0.691 -1.056 6.238  0.000
33 H 1.178 -2.220 4.055  0.000

Properties
**Lowest unoccupied orbital energy (spin up / spin down)**: 0.07 / -0.23 eV
**2S+1**: 4

=====

No. 4
Below is a molecular structure, C35H56CdF5OSb, with properties calculated with the ωB97M-V functional and the def2-TZVPD basis.

Each line ends with the Löwdin charge.
Geometry (Å):
1 Cd 1.259 0.131 1.237  1.481
2 C -0.657 -0.598 3.084  -0.104
3 C -1.845 -0.915 2.472  -0.120
4 C -2.299 0.292 1.746  -0.112
5 C -1.338 1.260 1.925  -0.101
6 C -0.270 0.776 2.784  -0.387
7 C 0.449 1.690 3.778  -0.596
8 C -0.623 2.138 4.793  -0.038
9 C 1.562 0.969 4.540  -0.058
10 C 1.025 2.924 3.081  -0.061
11 C -3.545 0.575 0.892  -0.522
12 C -4.843 0.073 1.538  -0.050
13 C -3.720 2.090 0.705  -0.069
14 C -3.392 -0.019 -0.514  -0.064
15 C -2.454 -2.313 2.650  -0.528
16 C -2.944 -2.930 1.335  -0.047
17 C -1.389 -3.282 3.190  -0.074
18 C -3.582 -2.272 3.694  -0.037
19 H -0.099 -1.223 3.764  0.095
20 H -1.388 2.278 1.573  0.096
21 H -1.040 1.273 5.312  0.090
22 H -1.440 2.663 4.296  0.084
23 H -0.177 2.806 5.535  0.086
24 H 1.168 0.123 5.108  0.082
25 H 2.022 1.662 5.249  0.090
26 H 2.346 0.609 3.877  0.044
27 H 0.242 3.529 2.617  0.080
28 H 1.746 2.635 2.309  0.055
29 H 1.552 3.550 3.804  0.089
30 H -4.928 0.442 2.563  0.093
31 H -4.922 -1.009 1.554  0.055
32 H -5.698 0.453 0.973  0.085
33 H -3.770 2.608 1.664  0.092
34 H -4.654 2.278 0.170  0.084
35 H -2.911 2.523 0.112  0.073
36 H -3.250 -1.098 -0.501  0.054
37 H -2.528 0.426 -1.003  0.004
38 H -4.286 0.199 -1.109  0.092
39 H -2.136 -2.944 0.599  0.076
40 H -3.790 -2.405 0.903  0.051
41 H -3.256 -3.962 1.510  0.087
42 H -0.499 -3.290 2.556  0.085
43 H -1.802 -4.293 3.213  0.085
44 H -1.088 -3.032 4.208  0.079
45 H -4.357 -1.553 3.444  0.053
46 H -3.172 -1.995 4.667  0.089
47 H -4.045 -3.259 3.788  0.088
48 F 7.450 -2.603 -0.320  0.110
49 C 6.450 -2.000 0.334  -0.155
50 C 6.713 -1.051 1.310  -0.146
51 F 7.981 -0.774 1.623  0.120
52 C 5.688 -0.366 1.933  -0.143
53 F 5.997 0.554 2.854  0.110
54 C 4.338 -0.589 1.615  -0.331
55 O 3.358 0.118 2.104  -0.205
56 C 4.131 -1.644 0.727  -0.170
57 F 2.838 -2.002 0.509  0.001
58 C 5.135 -2.309 0.054  -0.153
59 F 4.833 -3.231 -0.869  0.113
60 C -2.368 0.598 -4.115  -0.125
61 C -1.014 1.306 -4.075  -0.701
62 C -1.224 2.788 -3.762  -0.133
63 C -0.322 1.147 -5.425  -0.103
64 Sb 0.068 0.487 -2.328  1.594
65 C 0.320 -1.655 -2.816  -0.715
66 C -1.027 -2.295 -2.460  -0.134
67 C 0.687 -1.945 -4.270  -0.110
68 C 1.361 -2.250 -1.891  -0.153
69 C 2.031 1.535 -2.337  -0.723
70 C 3.119 0.637 -1.763  -0.133
71 C 2.486 2.044 -3.701  -0.119
72 C 1.798 2.718 -1.395  -0.157
73 H -2.981 1.030 -4.916  0.092
74 H -2.915 0.705 -3.177  0.056
75 H -2.259 -0.465 -4.330  0.058
76 H -1.857 3.241 -4.534  0.089
77 H -0.283 3.341 -3.745  0.057
78 H -1.720 2.933 -2.799  0.070
79 H -0.953 1.606 -6.197  0.091
80 H -0.183 0.104 -5.698  0.054
81 H 0.646 1.639 -5.460  0.053
82 H -1.851 -1.914 -3.061  0.056
83 H -1.276 -2.123 -1.411  0.046
84 H -0.968 -3.378 -2.621  0.094
85 H -0.149 -1.746 -4.941  0.061
86 H 0.950 -3.003 -4.378  0.087
87 H 1.546 -1.358 -4.603  0.077
88 H 1.115 -2.041 -0.849  0.039
89 H 2.368 -1.896 -2.094  0.055
90 H 1.371 -3.341 -2.004  0.099
91 H 3.407 -0.152 -2.457  0.080
92 H 2.825 0.165 -0.816  0.015
93 H 4.011 1.235 -1.547  0.100
94 H 2.598 1.232 -4.422  0.075
95 H 3.465 2.529 -3.601  0.090
96 H 1.800 2.784 -4.113  0.059
97 H 1.422 2.397 -0.418  0.018
98 H 1.073 3.426 -1.802  0.069
99 H 2.739 3.256 -1.226  0.093

Properties
**Lowest unoccupied orbital energy**: -1.18 eV
**2S+1**: 1

=====

No. 5
Below is a single C5H8N2 molecule, with properties calculated with the ωB97M-V functional and the def2-TZVPD basis.

Each line ends with the natural charge from an NBO analysis.
Geometry (Å):
1 C 2.044 -0.297 -0.265  -0.608
2 C 1.037 0.228 0.742  -0.191
3 C 0.409 1.520 0.719  -0.025
4 N -0.892 1.425 0.530  -0.268
5 N -1.158 0.092 0.502  -0.200
6 C -2.090 -0.375 -0.503  -0.399
7 C -0.027 -0.620 0.696  0.025
8 H 2.825 0.430 -0.434  0.216
9 H 1.508 -0.425 -1.225  0.194
10 H 2.434 -1.289 -0.017  0.216
11 H 0.834 2.505 0.889  0.208
12 H -1.687 -0.219 -1.517  0.195
13 H -3.021 0.173 -0.394  0.221
14 H -2.227 -1.448 -0.366  0.206
15 H 0.009 -1.700 0.643  0.208

Properties
**Relative energy (zero: lowest compared OMol25 entry of this formula, charge and spin)**: 220.3 kJ/mol
**Lowest unoccupied orbital energy**: 0.90 eV
**Structure (SMILES)**: Cc1cnn(C)c1
**2S+1**: 1